# 1
A cluster of 10 separate species, C38H104N12O12 in total in a non-equilibrium geometry, computed with the ωB97M-V functional and the def2-TZVPD basis.

Computed properties:
* DFT total energy: -83539.1816 eV
* HOMO energy: -7.518 eV
* SMILES string: COC[C@H](C)N.COC[C@H](C)N.COC[C@H](C)N.COC[C@H](C)N.COC[C@H](C)N.COC[C@H](C)N.COCCNCCOC.COCCNCCOC.NC(N)=O.NC(N)=O
* net charge: 0
* LUMO: 0.04 eV
* ΔE to the lowest compared entry with this formula, charge and spin: 0.00 kcal/mol
* orbital gap: 7.56 eV

Positions of all 166 atoms, in Å:
1 H 20.0749 6.8497 -5.8924
2 O 20.5952 2.4818 -15.0231
3 H 14.4770 0.1803 -13.5266
4 H 13.4864 7.0976 -12.1570
5 H 17.7881 7.8857 -5.4484
6 H 17.8293 6.6133 -9.9134
7 C 10.9673 2.5103 -8.1903
8 H 10.6530 2.2526 -5.9955
9 O 12.2000 0.5769 -7.5425
10 C 18.9449 3.9663 -10.4015
11 H 19.6604 3.5714 -3.7806
12 O 24.2232 1.7496 -10.3741
13 H 23.7318 4.8835 -6.3177
14 H 15.3608 5.7667 -8.2378
15 H 12.6584 0.6896 -11.7673
16 H 13.9923 4.0316 -8.1725
17 H 18.9305 6.2999 -16.9868
18 H 21.5911 0.6389 -4.5827
19 H 19.6159 1.7725 -8.0046
20 O 22.9267 5.3582 -10.2626
21 H 20.3142 8.9501 -12.2132
22 H 18.4764 8.4407 -7.0270
23 C 17.4441 4.0839 -10.3391
24 H 19.5239 -2.1815 -7.5269
25 H 19.4112 -2.3125 -10.5882
26 H 14.7940 5.3337 -13.1572
27 C 16.5900 2.0280 -14.2520
28 H 20.9380 0.1566 -6.5664
29 H 17.7248 4.9499 -16.9229
30 H 15.7900 1.5592 -14.8352
31 C 22.0334 0.1797 -6.5097
32 H 22.4155 3.3644 -10.7445
33 H 19.2058 4.8439 -17.8654
34 C 21.0354 -1.0901 -11.2486
35 H 19.0965 4.7688 -14.8399
36 C 18.6013 5.2912 -5.6026
37 H 10.2870 0.5838 -8.5246
38 H 23.6093 4.1670 -8.7102
39 H 18.1250 -1.8424 -8.5979
40 N 12.9647 6.4215 -11.6331
41 H 11.9574 2.9774 -8.1166
42 H 23.5199 4.2322 -11.8280
43 C 13.5852 1.2446 -11.9212
44 H 13.1808 -0.7872 -8.7584
45 H 19.3691 3.4139 -11.2534
46 H 26.2486 2.2470 -10.4463
47 C 12.6222 -0.7440 -7.8168
48 C 14.7119 0.3164 -12.4701
49 H 24.8279 -0.2901 -10.4907
50 H 19.0830 2.9931 -13.6362
51 H 11.7619 -1.4177 -7.8558
52 C 10.1642 2.6509 -6.8831
53 C 18.7796 5.2257 -16.9293
54 H 19.9769 2.3721 -5.0461
55 H 17.4224 7.9987 -10.8212
56 H 22.3538 1.6671 -8.0781
57 C 15.5817 5.0186 -8.9988
58 H 13.2661 -1.0674 -6.9999
59 H 22.4708 -0.8259 -8.3097
60 H 19.6682 5.1062 -7.7992
61 H 13.3651 1.9075 -12.7642
62 H 25.6701 1.6719 -8.8581
63 C 22.8237 4.9049 -8.9248
64 H 17.4084 4.3695 -8.4018
65 H 12.0897 6.6506 -11.1921
66 H 21.2327 -1.7952 -12.0551
67 H 20.8865 -2.4274 -9.5661
68 C 19.1529 6.5196 -6.3725
69 H 18.7607 -0.6783 -7.3903
70 O 12.6246 4.2980 -10.9955
71 H 18.4721 6.0236 -8.1885
72 H 22.4248 -4.1951 -6.8404
73 C 19.0290 -1.4216 -8.1437
74 C 22.7051 -0.9695 -7.2581
75 H 17.4747 1.4033 -14.4097
76 N 17.0390 4.8970 -9.1898
77 N 22.2708 0.0459 -5.0540
78 H 23.2493 -0.5336 -12.5461
79 O 16.3239 2.2056 -12.8821
80 H 16.1245 1.1581 -11.1680
81 H 18.6426 9.3205 -11.9968
82 H 18.8511 2.5929 -16.1838
83 N 20.8610 5.3050 -15.6850
84 C 24.4166 0.5359 -11.0786
85 C 18.9807 2.2551 -8.7438
86 O 19.5498 3.4465 -9.2376
87 H 19.4031 4.9231 -10.6776
88 H 9.6734 3.6160 -6.7881
89 H 20.3273 2.9545 -16.9905
90 O 15.7319 3.0286 -7.6016
91 C 15.1293 1.8166 -7.2070
92 H 21.2810 5.0883 -14.7854
93 H 9.6708 3.8573 -8.9438
94 H 16.8554 0.2304 -12.4177
95 H 18.4445 5.5596 -4.5500
96 H 10.8760 3.4356 -9.9428
97 C 23.0163 5.6814 -6.5401
98 C 16.0627 0.9671 -12.2446
99 H 21.7445 4.6239 -11.7764
100 C 22.5618 1.5003 -7.0190
101 H 22.5336 1.0259 -11.9865
102 C 11.2806 1.0422 -8.5154
103 H 21.5379 4.9222 -16.3420
104 H 25.1552 0.6996 -11.8725
105 N 19.4111 8.6962 -11.8535
106 H 25.2657 3.2409 -9.3909
107 C 23.0911 0.1276 -11.6936
108 H 23.7843 -0.8876 -7.0976
109 H 14.7923 -0.7536 -10.7757
110 H 14.8663 1.1761 -8.0551
111 H 13.7935 1.8281 -11.0259
112 H 14.1446 1.9301 -6.7347
113 C 25.3945 2.2233 -9.7642
114 C 22.7004 -3.2856 -7.3824
115 H 20.7442 3.0116 -13.0455
116 H 22.0762 -0.0161 -9.9213
117 H 23.6382 1.5840 -6.8525
118 H 14.6936 3.0977 -9.4538
119 H 18.0001 2.4166 -8.2819
120 H 15.2000 5.3380 -9.9685
121 O 19.7869 -0.8259 -9.1587
122 H 17.6399 4.9252 -5.9822
123 H 23.7920 -3.3762 -7.3230
124 H 9.3572 1.9107 -6.9866
125 C 23.0851 6.1001 -8.0254
126 N 14.3242 4.7822 -12.4658
127 O 22.1740 -2.1695 -6.6997
128 C 19.3884 7.7322 -10.8823
129 H 23.2471 6.5443 -5.9136
130 H 14.7058 3.8518 -12.3622
131 H 19.9162 1.4656 -13.3891
132 H 17.1803 7.2250 -6.9690
133 H 18.8148 1.5446 -9.5609
134 O 19.5280 4.2172 -5.7751
135 H 17.0377 4.5190 -11.2606
136 H 16.9588 3.1021 -10.4319
137 H 21.8225 4.5076 -8.7339
138 N 22.2924 -0.6112 -10.7135
139 N 10.1811 3.0584 -9.3026
140 C 18.0708 7.6010 -6.4654
141 H 13.7564 -1.3702 -11.7875
142 H 24.0855 6.4699 -8.2811
143 H 11.8432 1.0671 -9.4535
144 N 14.6890 -0.9717 -11.7668
145 H 22.2601 7.9037 -7.6149
146 H 21.9668 -0.8765 -4.7518
147 H 21.1927 6.8151 -8.1256
148 C 20.2373 -1.7517 -10.1347
149 H 20.3868 -0.2585 -11.5711
150 C 13.2198 5.1055 -11.7154
151 H 22.4014 -3.4109 -8.4230
152 C 20.0532 2.4989 -13.7185
153 O 20.3919 7.0856 -10.5936
154 C 19.3670 3.2347 -4.7808
155 C 19.8208 3.0888 -16.0330
156 H 18.3175 2.9300 -4.6897
157 H 22.1087 2.3324 -6.4726
158 C 19.5865 4.5758 -15.7984
159 H 22.0112 5.3233 -6.3193
160 C 14.9588 3.6724 -8.5588
161 H 16.7835 2.9618 -14.7812
162 N 18.1430 7.4406 -10.4016
163 C 22.6298 4.3320 -11.2047
164 N 19.3995 6.0900 -7.7589
165 H 15.7496 1.3767 -6.4290
166 N 22.1428 7.1833 -8.3270

Atoms 1-3, force components in eV/Å:
H -0.02 0.15 -0.01
O 0.05 0.03 -0.42
H 0.30 -0.34 -0.04

=====

# 2
A cluster of 12 separate species, C38H104N4O23 in total in a non-equilibrium geometry, computed with the ωB97M-V functional and the def2-TZVPD basis.

Computed properties:
* DFT total energy: -94136.3691 eV
* HOMO energy: -8.521 eV
* SMILES string: COC[C@H](C)N.COCCNCCOC.COCCNCCOC.COCCNCCOC.OCCO.OCCO.OCCO.OCCO.OCCO.OCCO.OCCO.OCCO
* net charge: 0
* LUMO: 0.45 eV
* ΔE to the lowest compared entry with this formula, charge and spin: 0.00 kcal/mol
* orbital gap: 8.97 eV

Positions of all 169 atoms, in Å:
1 H 0.1191 3.2660 6.4715
2 H 0.4178 -0.4046 -3.1008
3 N -3.8083 -5.0491 1.3900
4 C 1.4746 -0.7821 -0.5035
5 H 2.7680 1.0590 4.3558
6 H 0.7223 -4.7496 -0.4248
7 C -5.3284 -3.7080 4.8684
8 C 5.5866 -3.1318 -0.6779
9 H -2.4624 0.0088 -2.0153
10 H 0.2015 3.2212 -4.6593
11 H -0.0110 0.6442 -0.5675
12 H -2.6065 -6.7072 0.6108
13 O 4.7133 -5.2821 -1.0969
14 C -4.3673 3.5479 -1.5776
15 H -6.3704 -5.5609 3.3069
16 H 2.3933 -0.1610 -4.9301
17 H 6.2436 -1.4736 -0.0897
18 H 2.8007 -3.9933 -2.5657
19 O 2.1578 -1.8770 -1.1935
20 C 0.3037 -4.3273 0.5039
21 O -2.0556 -2.9344 -4.7472
22 C -4.8824 -5.8420 1.9577
23 H -4.8976 0.3134 -2.3640
24 O -4.7520 -4.6619 4.0172
25 H 4.2239 -5.9357 -0.6061
26 C -0.0087 3.7620 -3.7098
27 O -3.2789 0.1915 -0.0716
28 C 1.7811 2.8886 0.4743
29 O 3.2815 1.1551 -6.2081
30 C -1.5129 3.6566 -3.4096
31 H 9.0152 1.5464 -1.1852
32 C 7.2947 0.6701 -1.5344
33 O -1.3858 5.4850 2.8928
34 H -4.2456 4.0461 -2.5520
35 C 3.2626 -4.0881 -3.5325
36 H 0.0758 -2.9941 -2.2063
37 H 2.2668 0.0098 2.9543
38 H -6.2072 -4.0994 5.4197
39 O -4.9954 5.8283 -1.0564
40 H 1.0144 0.9935 6.2079
41 C 2.7578 -5.1660 -4.4674
42 H 7.4063 0.7258 -2.6221
43 O 5.7140 0.5200 0.2476
44 O 6.3395 -2.3392 0.2750
45 H -3.0415 -1.2279 2.4445
46 C -4.1921 1.1262 -2.1983
47 C 5.8507 0.8163 -1.1831
48 H 2.1941 0.0047 -0.3123
49 H 4.0434 -5.8417 -5.7764
50 O -1.1137 -1.1156 1.6674
51 C -1.6774 -1.5080 4.0505
52 N -1.8804 1.8609 2.6130
53 H -2.3753 -3.5225 -2.7956
54 H 1.6721 -5.0632 -4.6601
55 H 4.2061 -0.2235 -5.0076
56 H 5.5016 1.8413 -1.3012
57 H -0.0650 -4.0649 -3.6715
58 C -1.8794 -4.9240 -0.1297
59 H -2.0569 -1.7854 -2.9896
60 H 2.8021 -6.1201 -3.9485
61 C 5.3383 -4.4558 -0.0506
62 H -2.9036 6.7779 3.4066
63 C -3.9392 -1.0773 -0.0527
64 O 0.3728 -2.1146 -4.1224
65 H -1.7686 4.2186 -2.4933
66 H 4.3349 -4.3398 -3.3575
67 C -1.3466 3.1679 2.3430
68 H 4.7744 2.9651 -3.9718
69 C 0.4131 1.4553 5.4200
70 H -2.6780 3.8311 0.8488
71 H -2.1664 -3.8400 -0.2397
72 H 5.1959 0.1207 -1.7582
73 H 3.4313 0.9068 -2.8879
74 H 3.3631 1.9031 2.2819
75 H -3.7153 1.3210 -3.1827
76 O 1.4121 1.9513 1.5311
77 C -5.5909 -4.9284 2.9138
78 H -4.4834 -6.6579 2.5872
79 H 3.5365 4.2098 6.3187
80 C -0.2726 -3.0580 -3.2520
81 H 6.5896 0.7045 0.6164
82 C 2.4516 4.2408 6.3377
83 H -1.3984 2.6906 0.2869
84 H -0.0483 1.0515 3.5266
85 C 3.3223 0.4166 -5.0172
86 H -3.1835 -4.6923 2.1177
87 H 2.1083 5.1140 5.7366
88 H 1.1606 -1.1571 0.4743
89 H -2.8526 1.8184 2.8733
90 H 1.6417 3.8918 0.9138
91 H -1.8013 -0.4575 4.3953
92 H -0.2935 -1.1611 2.2133
93 H -1.7541 6.5322 4.7440
94 C -1.6410 3.5691 0.8918
95 C -2.0051 4.2281 3.2216
96 H -1.8550 3.9589 4.2888
97 O 8.1102 1.7491 -0.9397
98 O 3.4406 -5.1158 -5.7268
99 H -2.3616 1.5535 -1.1593
100 O 2.0699 3.0230 5.7364
101 H -2.9006 5.9368 -1.4773
102 C -1.8381 6.5845 3.6387
103 H -4.5370 -1.1476 0.8253
104 H -2.3139 5.0142 -4.5249
105 H -5.6014 -6.0890 1.1854
106 H 2.1689 2.9871 3.1576
107 O 3.0921 -2.7882 -4.1640
108 O -0.8587 -5.0926 0.8654
109 H 6.0959 -3.2895 -1.6350
110 H -0.9894 4.3339 0.4425
111 H -4.5963 -1.2722 -0.9204
112 H -3.4242 6.2031 0.2787
113 H 2.1329 4.3247 7.4020
114 H 1.1284 2.7019 -0.3589
115 O 0.7731 3.1356 -2.6739
116 H -1.7696 2.6171 -3.1631
117 H -0.5771 -0.7951 -1.4249
118 N -5.0450 2.2620 -1.6554
119 H -3.0819 -1.7552 -0.0676
120 C 3.5371 1.3934 -3.8739
121 H -0.2782 3.0815 2.5575
122 H -5.6004 -2.7807 4.3135
123 H -3.7404 -5.9494 -0.4630
124 H 0.3306 3.5500 4.7363
125 H 7.6356 -0.3032 -1.2178
126 H -6.1813 4.2740 -1.0123
127 C -3.0479 -5.7214 0.3195
128 O 0.6842 0.3222 -2.4820
129 H -4.5775 -3.3920 5.5807
130 H -5.1477 4.2352 0.4089
131 C -1.7860 -2.7960 -3.3505
132 C -2.0748 -1.7077 2.5866
133 H -6.0503 -4.0262 2.4730
134 H 4.6435 -4.2405 0.7657
135 C 2.0682 0.8976 3.5313
136 H 0.2016 -1.0427 4.3519
137 H -1.2540 7.4535 3.2714
138 H 3.6756 -2.7903 -4.9226
139 H -3.7422 7.4001 -0.9626
140 H -5.9886 2.2708 -1.9864
141 H 4.1514 1.6025 -6.2334
142 C -3.6885 6.3105 -0.7821
143 H 2.7364 2.1325 -3.8526
144 H 0.0732 -3.2445 0.3762
145 H 0.9494 -4.3184 1.3724
146 C 0.2819 -0.1737 -1.1974
147 H 2.8374 2.8109 0.2007
148 O -2.3063 4.0563 -4.5310
149 N 0.6923 0.8074 4.1352
150 H 6.3164 -4.9639 0.2309
151 H -1.7050 1.1318 1.9012
152 C -5.1718 4.5038 -0.6714
153 H 1.3236 -2.2739 -4.2249
154 C -3.0197 0.7057 -1.3382
155 O 4.8918 1.9832 -3.9536
156 C 2.2888 2.0424 2.5904
157 H -3.1254 4.2503 3.2214
158 C 0.6681 2.9357 5.5716
159 O -0.3027 -1.8443 4.1649
160 H -2.1872 -2.7855 2.3553
161 H -0.6455 1.2242 5.5642
162 H 4.5750 -2.7523 -0.8807
163 H 0.3341 4.8065 -3.7380
164 H -1.4314 -2.3963 -5.2618
165 H -2.2501 -2.1240 4.7199
166 H 2.5990 -1.5403 -2.0012
167 H -1.4427 -5.2496 -1.0939
168 H 0.6053 2.1848 -2.7100
169 H -3.3690 3.3403 -1.1830

Atoms 1-3, force components in eV/Å:
H 0.32 0.11 -0.04
H 0.52 0.74 0.12
N 0.98 -0.09 -1.04

=====

Which formula does entry 1 have? C38H104N12O12